No. 1
A 2-piece molecular cluster, C6H17N3 overall at a distorted geometry, computed with wB97M-V/def2-TZVPD.

Structure (ORCA input):
```
! RIJCOSX wB97M-V def2-TZVPD def2/J DEFGRID3
* xyz 2 1
N -0.96106 -0.85495 -0.55694
H -2.32199 -0.74603 1.53465
H 3.70157 1.40811 0.19918
H -3.55965 1.05258 1.56918
H 0.15898 2.07349 -0.80104
H 4.14651 -0.03550 1.20248
H 2.38916 0.65724 2.15339
H 0.01482 0.21352 1.33476
H 0.96356 1.41665 -2.18191
H -1.02270 -2.59259 -1.58852
C 2.08482 0.29319 1.13475
C 3.35969 0.30431 0.43656
C 0.15967 1.18665 -1.43235
C -2.66877 1.04451 0.84086
N 0.90593 0.09431 0.70995
H -2.06787 2.05368 0.78834
H -3.27463 0.90960 -0.19620
C -0.89923 -2.31399 -0.62576
H 3.45095 -0.19985 -0.50354
C 0.36668 -0.17907 -0.66351
H 1.20210 -0.85511 -1.24593
H -0.74760 1.09581 -1.88748
H -0.09023 -2.75804 -0.19826
N -1.81552 -0.01945 1.17887
H -1.61693 -0.44153 -1.16732
H -1.85823 -2.80754 -0.03420
*
```

The value obtained for the maximum force is 6.35 eV/Å. As for the total energy: -10946.007 eV. The energy above the lowest of the compared OMol25 structures with the same formula, charge and spin is 4.081 eV. The calculation puts the frontier orbital gap (alpha / beta) at 8.5 / 8.4 eV. As for the highest occupied orbital energy (alpha / beta): -18.9 / -18.9 eV. The calculation puts the LUMO energy (alpha / beta) at -10.399 / -10.454 eV.

Atom charges from the Mulliken analysis, given in e for atoms 1 to 4: N -0.1592; H 0.2308; H 0.3434; H 0.3890



No. 2
C33H32N4PtS2Sb2 as an isolated structure at a distorted geometry, computed with wB97M-V/def2-TZVPD.

Structure (ORCA input):
```
! RIJCOSX wB97M-V def2-TZVPD def2/J DEFGRID3
* xyz 2 1
C -7.04230 -3.65170 -0.35760
H 0.10010 4.70150 1.99860
H 5.52770 -5.87790 0.87370
H -7.46160 -2.99150 1.63830
C 2.39820 -3.06190 2.63550
C 3.44770 -4.03570 -1.79590
H 3.61610 -0.10220 4.78850
C -1.53520 -3.24940 -0.45600
C 4.79580 -5.90860 -1.14070
C 0.02830 2.60070 1.39750
C -3.00440 -2.94480 4.35020
C 2.59300 -1.81350 2.05410
H 3.20500 0.21690 2.38960
H 4.53440 -3.69410 1.39750
C 0.07280 1.84790 2.63540
Pt 0.03180 -0.36190 0.64160
H -0.24110 1.32110 -2.34530
C -5.54490 -2.32700 0.97320
H 2.06610 -3.90550 2.04080
C -2.70450 -1.66750 2.34110
H -7.99400 -4.14680 -0.47520
H -0.23960 -2.03140 3.19140
C 4.94800 -5.36200 0.12290
H 3.94010 -5.66430 -3.08940
Sb -2.66690 -1.48440 0.19740
S 0.18660 1.02810 5.04600
H -3.43720 -1.82240 6.11740
H 0.25770 3.33380 4.23750
C -0.07550 -3.17150 -0.04300
C 3.60190 -3.49530 -0.52890
H 0.80110 -2.37180 -1.85230
H -3.33530 0.36250 4.97210
C -4.63150 -2.35490 -0.06560
C -2.74630 -2.89400 2.98850
H -2.61970 -3.81660 2.43600
H -6.35460 -4.16100 -2.32210
H -0.20600 2.97710 -2.84460
C -2.90900 -0.49670 3.05950
H -1.62030 -3.30450 -1.54130
H -0.01670 -2.99380 1.04090
H -2.88630 0.45650 2.54490
H 2.86940 -3.52160 -2.55370
N -0.12950 2.29260 -2.11110
H 3.35390 -2.34480 5.79900
N 0.04150 -1.42700 3.94860
N -0.04680 1.89490 0.21120
C 0.06650 -0.10500 3.73750
C -0.07230 2.68450 -0.83340
C -4.91740 -2.99400 -1.25790
C 4.04650 -5.24660 -2.09970
H 0.05970 -1.11820 -0.88880
Sb 2.74560 -1.55350 -0.10190
C -3.15820 -0.54890 4.42030
C 3.11240 -2.18230 4.75860
H -4.20590 -2.99000 -2.07300
C 0.67730 -2.09240 -0.80440
H 5.28080 -6.84150 -1.38310
H 0.02920 -1.78490 4.88720
H 2.58650 -4.22890 4.41800
H 0.40780 -4.13620 -0.22730
C 3.02870 -0.75180 2.83810
C -3.21520 -1.77530 5.06330
C 0.05140 3.95040 1.23880
C 4.37690 -4.13630 0.42310
C -6.12640 -3.65490 -1.39720
C 3.26570 -0.92870 4.19070
C 2.67290 -3.24370 3.98210
N 0.01660 0.46850 2.55580
C 0.17930 2.32040 3.90450
S 0.00010 4.38070 -0.42700
H -2.02370 -4.12260 -0.02600
C -6.74970 -2.99600 0.82650
H -3.07940 -3.90030 4.84660
H -5.32320 -1.80920 1.89580
*
```

The value obtained for the maximum force is 2.16 eV/Å. As for the total energy: -78676.086 eV. The calculation puts the frontier orbital gap (alpha / beta) at 5.0 / 5.0 eV. As for the highest occupied orbital energy (alpha / beta): -13.3 / -13.3 eV. The calculation puts the LUMO energy (alpha / beta) at -8.351 / -8.354 eV.

Atom charges from the Mulliken analysis, given in e for atoms 1 to 4: C -0.5215; H 0.4363; H 0.4132; H 0.4096



No. 3
A 2-piece molecular cluster, C5H12N2O overall at a distorted geometry, computed with wB97M-V/def2-TZVPD.

Structure (ORCA input):
```
! RIJCOSX wB97M-V def2-TZVPD def2/J DEFGRID3
* xyz 0 1
H -0.70662 -2.41563 2.18296
N 1.50953 -1.14888 -1.91889
C -0.10801 2.36752 -1.62374
H -0.83260 -1.20400 3.55130
H 2.52557 -1.34119 -1.76906
C -0.93790 0.08345 1.18175
C 1.10495 0.12272 -1.41550
O -2.13595 -0.24770 1.23203
H 0.07199 0.71495 -3.11636
H 1.36161 -1.21601 -2.91638
C -0.16549 -1.58716 2.71633
H 0.33511 2.71038 -0.67226
H 0.88981 0.11990 1.99360
H -0.64934 0.91331 0.47226
H 1.39851 0.27945 -0.37056
H 0.80683 -1.99824 3.13263
C 0.34982 0.98834 -2.11068
H -1.19340 2.23444 -1.43928
H 0.01714 3.13444 -2.37548
N 0.14801 -0.53675 1.77339
*
```

The value obtained for the maximum force is 2.82 eV/Å. As for the total energy: -10406.353 eV. The energy above the lowest of the compared OMol25 structures with the same formula, charge and spin is 2.071 eV. The calculation puts the frontier orbital gap at 9.1 eV. As for the highest occupied orbital energy: -8.2 eV. Its SMILES is C/C=C/N.CNC=O. The calculation puts the LUMO energy at 0.806 eV.

Atom charges from the Mulliken analysis, given in e for atoms 1 to 4: H 0.2494; N -0.5567; C -1.2794; H 0.2591



No. 4
A 6-piece molecular cluster, C17H52N5O5 overall at a distorted geometry, computed with wB97M-V/def2-TZVPD.

Structure (ORCA input):
```
! RIJCOSX wB97M-V def2-TZVPD def2/J DEFGRID3
* xyz 1 1
H -1.45736 -2.12281 -2.78671
H 5.82127 1.62175 2.14607
H -2.22131 1.06035 -1.32691
N -0.33823 -1.05408 -0.51428
H -2.37955 -3.34167 -2.14315
H 1.84717 -1.36321 -2.12048
H -3.22540 -0.02393 3.85441
H -0.88074 3.90391 -0.90802
H -2.86474 2.42189 -2.21678
H -5.03781 0.39392 2.14930
C 2.82566 0.30883 1.79182
H 0.30961 0.91355 -3.52912
H 5.48681 0.33601 1.04615
C 3.74856 -3.12515 -0.10707
H -4.35028 -1.15644 2.02253
O 1.06142 3.65415 -1.38680
N 0.25887 1.07094 -2.52564
H 4.21258 -2.88782 0.84664
H -3.42466 2.35735 2.92868
H 3.12608 -0.65774 2.20703
H 4.54608 -3.21973 -0.85015
H 2.17707 -3.46694 -4.37852
H 0.56435 -1.03717 2.53360
C -0.65787 2.21374 -2.29067
H -4.95275 2.08380 0.32027
H -3.10966 -2.33213 -3.43717
H 1.16940 1.52152 -2.37449
H 2.37529 5.02986 -0.58147
C -2.08307 1.66285 -2.22698
H 0.00955 -0.63214 0.39380
C -2.49673 -2.32594 -2.53738
H 1.31721 1.74351 2.11578
H 5.20220 0.17222 2.83465
O 2.79783 -2.15951 -0.53279
N -2.42436 -0.11243 3.23362
C -2.89510 0.46512 1.96933
H 1.73536 -0.15117 4.42201
H 3.28926 -4.11565 -0.03297
H 3.37505 -1.98804 -2.55016
H -0.61360 2.83962 -3.19230
C -2.80615 1.98571 2.10633
H -4.38454 3.64603 -0.21105
C -4.39297 2.96519 0.63722
C 2.51292 -2.20964 -1.91509
H -2.30053 1.00112 -3.06673
H -4.59870 -0.19703 0.58336
C 1.50679 0.72053 2.44847
H -3.86896 -1.87293 -1.18148
H 0.99630 4.58365 0.45024
H -4.81940 3.38993 1.54583
H -2.28103 0.13627 1.12339
H 2.43076 -4.31710 -2.13977
C 1.29836 -3.46980 -3.73525
H -0.43824 0.15168 2.64413
C 1.73582 4.21083 -0.26306
H -2.25167 -1.10725 3.14269
H 2.27824 1.52957 4.36466
C 5.11408 0.81381 1.95419
H -0.25574 -0.38578 -1.31429
C 1.53851 0.82478 3.97288
C -4.24451 -0.14806 1.61423
N 0.37613 -0.13101 2.09650
O 3.79281 1.32632 1.92227
H -0.19252 2.44834 -0.24484
C 1.73612 -3.47827 -2.25801
H -1.32944 -1.33892 -0.49636
H 0.76175 -4.40746 -3.88355
N 0.58359 -3.66466 -1.36189
H 2.57097 0.25530 0.72913
H 0.93219 -3.65696 -0.40181
H 0.60445 1.28162 4.30551
H -1.73788 2.11012 2.30740
O -3.00944 2.66924 0.88990
H 2.36274 3.43489 0.17183
H 0.29535 -4.63303 -1.47431
C -0.18733 3.08721 -1.14888
O -3.04457 -1.50941 -1.51258
H 0.68356 -2.60543 -3.98250
H 0.18874 -1.94058 -0.68443
*
```

The value obtained for the maximum force is 1.97 eV/Å. As for the total energy: -36152.894 eV. The energy above the lowest of the compared OMol25 structures with the same formula, charge and spin is 1.486 eV. The calculation puts the frontier orbital gap at 9.9 eV. As for the highest occupied orbital energy: -12.0 eV. The calculation puts the LUMO energy at -2.029 eV.

Atom charges from the Mulliken analysis, given in e for atoms 1 to 4: H 0.0410; H 0.3035; H 0.0200; N 0.9175



No. 5
One molecule with the formula C3H8N4 at a distorted geometry, computed with wB97M-V/def2-TZVPD.

Structure (ORCA input):
```
! RIJCOSX wB97M-V def2-TZVPD def2/J DEFGRID3
* xyz 0 1
C -1.16273 1.63637 0.32712
C 0.24708 -0.34328 -1.28442
H -0.18146 1.95562 0.19871
N 1.24910 -1.18942 0.74209
N -0.97166 0.12117 -1.77287
N -1.57088 1.02112 -0.97749
H 0.88937 0.42877 -0.97522
H -1.06287 0.93608 1.04648
H -2.12654 1.72690 -1.39510
H 1.37797 -2.88826 1.81965
H 2.70705 -1.69963 1.94961
N 0.23428 -1.04171 0.05221
H 0.53862 -1.01202 -2.01165
H -1.92962 2.31696 0.68389
C 1.76229 -1.96867 1.59698
*
```

The value obtained for the maximum force is 3.55 eV/Å. As for the total energy: -9194.893 eV. The energy above the lowest of the compared OMol25 structures with the same formula, charge and spin is 6.740 eV. The calculation puts the frontier orbital gap (alpha / beta) at 8.7 / 7.3 eV. As for the highest occupied orbital energy (alpha / beta): -7.9 / -7.5 eV. The calculation puts the LUMO energy (alpha / beta) at 0.727 / -0.191 eV.

Atom charges from the Mulliken analysis, given in e for atoms 1 to 4: C -0.9107; C -0.4907; H 0.3214; N 0.1293